The following is a DFT calculation (ωB97M-V with the def2-TZVPD basis set) of a molecular structure, C41H40MoN7O2Sb.

Geometry as XYZ:
```
92
Properties=species:S:1:pos:R:3:forces:R:3
Mo 0.79024 1.01566 0.29737 -0.1583 0.1400 -0.5692
N -0.20572 -0.59591 3.87624 -0.0583 -0.2386 0.0528
C -0.38548 0.79974 4.23489 -0.1823 0.2520 0.2050
C -0.51350 1.70767 3.03597 0.3273 0.2648 -0.2037
O -0.81718 2.85953 3.03291 -0.0684 -0.2333 0.1520
O -0.19345 1.08045 1.85895 -0.3370 -0.1475 0.1667
H -1.07920 -0.97921 3.52099 0.0637 0.0269 0.0464
H 0.02828 -1.12506 4.71072 -0.0550 0.0205 -0.0816
H 0.50136 1.14936 4.77645 -0.1082 0.0148 -0.0275
H -1.25122 1.02475 4.87232 0.1176 -0.0747 -0.0436
C 5.34696 0.26061 3.56646 -0.0588 0.0031 -0.0112
C 4.01461 -0.11006 3.68961 0.0343 0.0552 -0.0580
C 3.05111 0.48353 2.88830 -0.0307 -0.0715 0.0833
C 3.44265 1.45761 1.98282 0.0301 -0.0082 -0.0407
C 4.76795 1.84775 1.85420 0.0227 -0.0723 0.0305
C 5.72102 1.23543 2.64979 -0.0049 0.0058 0.0041
N 2.42653 2.07183 1.18593 0.1663 0.4955 0.1211
N 2.53917 3.30978 1.02184 -0.0412 -0.2065 -0.0052
C 1.49525 3.86998 0.28431 0.0164 0.0648 -0.0319
C 1.50124 5.24861 0.10013 -0.0637 -0.1198 -0.0286
C 0.45166 5.82871 -0.59471 0.0197 -0.0719 0.0367
C -0.57237 5.03044 -1.08246 0.0013 -0.0220 0.0025
C -0.56226 3.64662 -0.89809 0.0036 -0.0502 0.0021
C 0.46899 3.04088 -0.20278 0.1588 -0.0659 0.0375
H 6.09468 -0.20303 4.19192 0.0519 -0.0353 0.0403
H 3.72286 -0.85377 4.41579 -0.0130 -0.0587 0.0637
H 2.00422 0.21422 3.00571 0.0798 -0.0425 -0.0706
H 5.03866 2.61745 1.14714 0.0080 0.0495 -0.0446
H 6.75761 1.52638 2.56092 0.0417 0.0076 0.0047
H 2.31098 5.83667 0.50526 0.0595 0.0361 0.0320
H 0.42507 6.89631 -0.74629 0.0027 0.0833 -0.0136
H -1.39641 5.48662 -1.61205 -0.0551 0.0241 -0.0327
H -1.37802 3.06099 -1.29531 -0.0654 -0.0486 -0.0539
N 3.50853 -1.97088 -1.14062 -0.2690 0.3750 0.1218
C 3.21764 -2.63280 0.03027 -0.1083 0.0932 0.0888
C 2.34690 -1.84548 0.71677 0.1675 -0.1072 0.0590
N 2.09880 -0.70967 -0.01601 0.3181 -0.1999 -0.2396
C 2.81601 -0.81887 -1.12955 -0.0292 -0.0607 -0.0324
C 2.68045 0.26588 -2.06574 0.0133 0.0256 -0.0580
N 1.80091 1.21017 -1.74323 0.2496 -0.1902 -0.0902
C 1.87394 2.14873 -2.74450 0.0174 0.0030 -0.1464
C 2.79552 1.75336 -3.66566 -0.1150 0.0514 0.0653
N 3.30317 0.55569 -3.22237 -0.2200 -0.0030 0.2976
H 4.12525 -2.30558 -1.86432 -0.0280 0.0194 0.0173
H 3.64357 -3.58735 0.26203 0.0556 -0.1436 0.0581
H 1.88991 -2.01805 1.67150 -0.0261 -0.0053 0.1064
H 1.25966 3.02980 -2.74405 -0.0133 0.0637 0.0115
H 3.12667 2.20667 -4.57892 0.0310 0.0721 -0.1040
H 4.02679 0.02163 -3.67824 -0.0325 0.0082 0.0176
C -3.38036 1.74974 0.56714 0.0801 0.0426 -0.0148
C -3.58023 0.47965 1.34087 -0.0075 -0.0429 0.0474
C -4.53953 0.45591 2.34923 0.0254 -0.0267 -0.0077
C -4.86482 -0.71640 3.01076 0.0140 -0.0387 -0.0332
C -4.25191 -1.90393 2.64685 -0.0171 0.0266 0.0107
C -3.28317 -1.89864 1.65473 0.1671 -0.2144 0.0152
C -2.90987 -0.71236 1.02975 -0.0018 0.0814 -0.0990
Sb -1.41304 -0.69994 -0.48464 -0.2535 0.0479 -0.0786
C -2.66148 -0.94426 -2.18371 0.0276 0.0960 0.0768
C -3.53337 -2.02481 -2.08668 -0.0215 0.0016 0.0539
C -4.38407 -2.33555 -3.13204 -0.0206 -0.0571 0.0131
C -4.35991 -1.56214 -4.28095 0.0049 0.0001 -0.0144
C -3.49001 -0.49083 -4.37644 0.0044 -0.0003 0.0255
C -2.62839 -0.15986 -3.33356 0.0020 -0.0411 -0.0462
C -1.72198 1.02442 -3.49184 0.1307 0.0402 0.0490
C -0.56830 -2.64554 -0.37490 0.0499 0.0656 0.0496
C -0.42321 -3.26419 0.86425 -0.0139 0.0007 0.0957
C 0.17827 -4.50866 0.97397 -0.0343 0.0167 -0.0276
C 0.65956 -5.13252 -0.16518 -0.0264 -0.0220 0.0476
C 0.56073 -4.49900 -1.39257 -0.0012 0.0115 0.0094
C -0.04176 -3.25036 -1.52193 0.0296 -0.0186 0.0487
C -0.08811 -2.60656 -2.87858 0.0576 0.0961 -0.0758
H -3.77396 2.60892 1.10756 -0.0071 -0.0060 -0.0035
H -3.90094 1.69084 -0.39279 0.0170 0.0018 -0.0331
H -2.32734 1.95232 0.37403 0.1018 0.0106 0.0142
H -5.05360 1.37308 2.60192 -0.0278 0.0542 0.0169
H -5.61645 -0.70665 3.78568 -0.0514 0.0000 0.0620
H -4.52748 -2.83240 3.12401 -0.0268 -0.0685 0.0307
H -2.82628 -2.84238 1.37201 -0.0930 0.1398 0.0291
H -3.55050 -2.63740 -1.19414 -0.0187 -0.0312 0.0634
H -5.05641 -3.17701 -3.05121 -0.0343 -0.0399 0.0101
H -5.01649 -1.79558 -5.10494 -0.0571 -0.0188 -0.0733
H -3.47365 0.10358 -5.27920 -0.0010 0.0521 -0.0671
H -1.51676 1.21787 -4.54273 0.0266 0.0053 -0.0402
H -0.76335 0.88547 -2.98038 -0.0733 0.0290 -0.0122
H -2.19756 1.91946 -3.08935 0.0176 0.0944 0.0514
H -0.76712 -2.76594 1.76529 0.0272 -0.0593 -0.0600
H 0.26509 -4.98650 1.93806 0.0070 -0.0425 0.0913
H 1.11355 -6.11051 -0.09972 0.0349 -0.0685 0.0089
H 0.95029 -4.98628 -2.27621 0.0300 -0.0365 -0.0719
H 0.67993 -3.02795 -3.52422 0.0358 -0.0283 -0.0498
H 0.07557 -1.52371 -2.82609 0.0081 -0.0313 -0.0244
H -1.05161 -2.75721 -3.36475 -0.0269 0.0009 -0.0256
```
Forces are in eV/Å.

**HOMO-LUMO gap (alpha / beta)**: 0.265 / 0.249 Ha
**Total charge**: +2
**Multiplicity**: 3
**E_LUMO (alpha / beta)**: -6.373 / -6.808 eV
**Expectation value of S²**: 2.0229

---

The following is a DFT calculation (ωB97M-V with the def2-TZVPD basis set) of a single CH3NO4 molecule.

Geometry as XYZ:
```
9
Properties=species:S:1:pos:R:3:forces:R:3
O 0.26055 1.70857 1.35013 2.1794 -0.1943 3.3709
C -0.19917 1.53851 0.29816 -2.7011 2.4938 -1.4101
O -0.31768 0.44591 -0.39862 -0.6369 -2.1901 -1.1203
N 0.10158 -0.92168 0.31176 0.0733 1.2390 1.3468
O -0.92540 -1.76766 0.07887 0.7231 1.2075 -0.8931
O 1.15838 -1.26694 -0.49500 -0.9793 -0.7120 -0.2523
H -0.76099 2.45375 -0.13093 0.6587 -1.5023 -0.6103
H -1.07955 -1.57128 -0.85896 -0.6827 -0.7565 -0.4762
H 1.76228 -0.61917 -0.15542 1.3654 0.4149 0.0446
```
Forces are in eV/Å.

**ΔE to the lowest compared entry with this formula, charge and spin**: 2.666 eV
**HOMO-LUMO gap**: 0.408 Ha
**SMILES**: O=CON(O)O
**Total charge**: 0
**Multiplicity**: 1
**E_LUMO**: 0.659 eV

---

The following is a DFT calculation (ωB97M-V with the def2-TZVPD basis set) of a molecular structure, C24H67O11V2.

Geometry as XYZ:
```
104
Properties=species:S:1:pos:R:3:forces:R:3
V 2.41248 -1.62357 -1.69141 -1.6537 2.5628 -0.0760
V 3.42954 0.67083 0.68343 -2.8901 0.5603 -1.2592
O -0.44059 0.74317 -0.44054 -1.5009 0.7600 0.1272
H -0.70273 0.22806 0.32598 -0.3496 -0.2710 0.3776
H 0.12232 1.48835 -0.21821 1.8878 1.2201 1.1135
H -0.07269 0.22865 -1.16270 0.7865 -2.2269 -2.2103
C -1.15301 -0.57540 -4.23406 0.0892 -0.0230 -1.1136
C -0.87125 -1.47796 -3.06759 -1.7661 -0.2619 1.6720
C -0.90815 -3.01268 -3.23113 0.5163 1.1816 -1.1494
O 0.24081 -1.02905 -2.35663 2.1777 0.1779 1.3147
H -0.32623 -0.64838 -4.94060 0.0505 0.2966 -0.4031
H -1.31046 0.46550 -3.95153 0.6623 0.0565 0.4524
H -2.08887 -0.74442 -4.76670 0.0153 -0.7840 -0.0781
H -1.77148 -1.33721 -2.46938 -0.2977 0.3517 0.7874
H -0.97869 -3.52091 -2.26945 0.3899 0.1227 -0.0516
H 0.00550 -3.19567 -3.79670 0.2050 -0.9323 0.1203
H -1.75390 -3.33478 -3.83864 -0.0231 0.0650 -0.0424
C 3.71906 2.71799 -2.38369 0.2734 -0.8195 0.3892
C 3.79981 1.21672 -2.65497 -1.3940 1.0683 -1.3976
C 4.99983 0.88192 -3.50564 0.3791 -0.1641 -0.4887
O 3.57996 0.41870 -1.53035 -0.4208 -1.9822 1.7557
H 4.30567 2.86010 -1.47607 0.1133 0.8065 -0.0445
H 2.67605 3.00572 -2.25166 0.1644 0.1136 0.3634
H 4.10649 3.22258 -3.26878 0.1990 0.2969 0.3190
H 2.92829 1.16217 -3.30733 -0.3265 -0.9919 -0.3385
H 5.06249 -0.18954 -3.69575 0.4939 -0.1407 0.5553
H 5.90991 1.37965 -3.17079 0.2955 -0.6260 0.5420
H 4.93988 1.26200 -4.52547 -0.6654 0.3718 -0.0460
C 2.85132 4.30027 0.76019 -0.7312 0.5216 1.1902
C 1.49429 3.53373 0.82728 0.9891 0.4036 -1.4204
C 0.54233 4.13083 -0.24337 0.0529 0.5651 0.4744
O 1.70369 2.16130 0.66470 0.2632 -1.5199 -0.3329
H 3.20699 4.50858 -0.24887 0.0022 -0.3654 0.1060
H 3.60767 3.85950 1.40962 0.2484 -0.7888 -0.3749
H 2.79247 5.25260 1.28718 -0.4736 0.4817 -0.3158
H 0.95356 3.74064 1.75080 0.2844 -0.0213 0.6180
H -0.39140 3.57244 -0.31009 0.0485 -0.2181 -0.1781
H 0.95890 4.35896 -1.22445 0.2366 -0.7057 -0.1322
H 0.23285 5.12338 0.08403 -0.0795 0.1341 0.3194
C 0.45764 -2.65453 1.53553 1.3393 0.8074 0.4492
C 1.86879 -1.97578 1.72520 -1.2702 -2.6881 0.5180
C 2.88196 -3.14149 2.03248 -0.0450 1.0547 -0.4078
O 2.20740 -1.25641 0.61958 1.9510 1.9669 -2.5240
H 0.29962 -3.06106 2.53446 -0.7681 -0.4687 -0.2871
H 0.50133 -3.40051 0.74199 0.1696 -0.3561 0.2600
H -0.34322 -1.98810 1.21524 -0.0015 0.3498 0.3846
H 1.85205 -1.37886 2.63707 -0.1646 0.4877 -0.0399
H 2.76269 -3.96236 1.32534 0.1100 0.0482 -0.1706
H 2.86531 -3.57273 3.03341 -0.3991 0.1998 0.0783
H 3.85712 -2.66847 1.91670 0.3227 -0.2942 -0.1003
C -5.44935 -1.68510 -1.02075 -1.1305 -0.4638 0.8067
C -5.33369 -1.36819 0.47266 0.8796 -0.2847 -0.8191
O -4.20721 -2.10665 0.87211 1.2001 -0.6814 0.9994
H -5.27423 -2.75181 -1.16065 0.3151 -0.0102 0.1338
H -4.68144 -1.12448 -1.55378 -0.4354 0.0675 -0.2994
H -6.49031 -1.58660 -1.32865 0.1430 0.7485 -0.6098
H -6.14552 -1.69402 1.12295 -0.3951 0.2452 -0.3990
H -5.10617 -0.30945 0.59673 -0.5181 0.2191 0.1706
H -3.49101 -1.52703 1.14173 -0.0080 0.2362 -0.0029
C -4.05341 2.55338 -2.41723 1.0222 0.3979 -1.2351
C -3.36764 3.16523 -1.22585 -0.7404 0.1419 0.4319
O -4.12173 2.60152 -0.16528 0.3757 -0.6080 1.9216
H -3.94453 1.46982 -2.37107 -0.1943 -0.0123 0.2551
H -3.59596 2.82856 -3.36755 -0.1826 0.2977 -0.1592
H -5.10753 2.83061 -2.40833 0.0284 -0.0650 -0.2058
H -3.42325 4.23907 -1.04730 -0.1488 0.3247 -0.9342
H -2.30386 2.95794 -1.10971 -0.1782 -0.6701 0.0036
H -5.02642 2.90613 -0.26693 -0.0510 0.0076 0.0609
C 4.20100 -2.87969 -5.47969 -0.8821 -0.4434 0.1449
C 2.76779 -2.85987 -4.93191 -0.6701 -0.6281 -1.8983
O 2.54033 -1.77604 -4.05722 0.3729 0.5994 1.6341
H 4.35941 -2.03155 -6.14576 0.2089 0.3840 0.6185
H 4.40879 -3.71895 -6.14344 -0.3101 -0.3745 0.3081
H 4.86504 -2.95470 -4.61856 0.3686 0.3573 -0.2826
H 2.32754 -3.77648 -4.53935 0.8513 -0.3517 0.5682
H 2.01655 -2.65114 -5.69359 0.4580 -0.3203 -0.9213
H 1.80125 -1.33543 -4.48292 -0.1978 0.7099 0.8791
C -2.15992 -1.89327 5.45154 -0.1414 1.4878 0.9193
C -3.33614 -2.80409 5.66028 0.3366 0.5828 -1.4425
O -2.91508 -4.11298 5.33942 -0.7662 -0.4957 0.4541
H -1.24074 -2.30050 5.87270 -0.0600 0.1502 0.0816
H -2.47696 -0.98393 5.96211 0.6164 0.3955 0.3943
H -1.99104 -1.51627 4.44285 -0.0352 -0.6867 -0.3687
H -4.08815 -2.42587 4.96779 -0.5013 -0.3488 -0.2302
H -3.81001 -2.66329 6.63174 0.5358 -0.8223 0.2617
H -2.69809 -4.07382 4.40509 0.0233 -0.2678 -0.1102
C 1.78110 0.78883 4.63612 0.1309 0.3356 -1.0823
C 2.90261 1.64257 3.93346 -2.6684 0.7636 2.6227
O 3.52940 0.96827 2.91305 1.8307 -1.7509 -1.5281
H 0.85201 0.88024 4.07350 -0.0488 -0.1241 -0.0641
H 1.54783 1.03249 5.67261 0.3657 0.4125 -0.0826
H 2.07915 -0.25954 4.62216 0.0743 -0.0428 -0.0047
H 3.66844 1.75429 4.70100 -0.1371 0.9939 0.1109
H 2.52872 2.56594 3.49107 -0.0636 0.1721 0.6249
H 4.29033 0.71896 3.44261 0.6978 -0.9460 -1.1950
C -3.02935 1.12975 3.48394 -0.3996 -1.1331 -0.6212
C -1.99043 0.83197 2.39666 1.0259 0.4413 1.8243
O -2.55586 0.50210 1.17917 -0.6261 -0.6789 -0.8152
H -3.64586 0.23200 3.52918 -0.4225 -0.0247 -0.0756
H -3.65340 1.95071 3.13082 -0.0008 0.1546 0.2648
H -2.73528 1.25153 4.52644 0.6213 0.4355 -0.3311
H -1.34801 -0.02154 2.61328 0.0371 -0.1535 0.6175
H -1.30687 1.67635 2.30804 0.0982 0.3970 -0.2078
H -3.38640 0.96993 1.06536 -0.2007 0.5466 -0.4912
```
Forces are in eV/Å.

**HOMO-LUMO gap (alpha / beta)**: 0.291 / 0.296 Ha
**Total charge**: +1
**Multiplicity**: 7
**E_LUMO (alpha / beta)**: -2.964 / -3.151 eV
**Expectation value of S²**: 12.0106

---

The following is a DFT calculation (ωB97M-V with the def2-TZVPD basis set) of a molecular structure, C4H9NO2.

Geometry as XYZ:
```
16
Properties=species:S:1:pos:R:3:forces:R:3
C -2.32203 0.11974 -0.19918 -0.0496 -0.0098 -0.0005
C -0.81989 0.39336 -0.24629 0.0460 0.0039 -0.0049
C -0.11296 -0.23897 0.94262 -0.1501 -0.0636 0.0393
O 1.29597 0.02465 0.96106 0.0178 0.0683 0.0217
C 2.12550 -0.67884 -0.22298 0.0013 -0.3180 -0.1942
O 2.05624 -1.85983 -0.36658 0.0366 0.6434 0.0980
N 2.59590 0.45936 -0.65293 0.1366 -0.1996 -0.1241
H -2.77236 0.52396 0.71524 0.0772 -0.0600 -0.1363
H -2.82820 0.58024 -1.05257 0.0642 -0.0728 0.1250
H -2.52801 -0.95635 -0.22797 0.0339 0.1570 0.0044
H -0.39421 -0.00322 -1.17693 -0.0548 0.0611 0.1460
H -0.63214 1.47530 -0.24279 -0.0266 -0.1490 -0.0016
H -0.51197 0.13610 1.89149 0.0429 -0.0600 -0.1525
H -0.21133 -1.33078 0.92806 -0.0302 0.1365 0.0098
H 3.27903 0.45697 -1.39805 -0.0723 -0.0341 0.0800
H 1.78045 0.89833 0.34782 -0.0729 -0.1033 0.0900
```
Forces are in eV/Å.

**ΔE to the lowest compared entry with this formula, charge and spin**: 2.543 eV
**HOMO-LUMO gap**: 0.407 Ha
**Total charge**: 0
**Multiplicity**: 1
**E_LUMO**: 0.957 eV

---

The following is a DFT calculation (ωB97M-V with the def2-TZVPD basis set) of a single C3H5ClO2 molecule.

Geometry as XYZ:
```
11
Properties=species:S:1:pos:R:3:forces:R:3
O -0.03950 2.06523 -0.40525 -0.7567 1.4055 -0.6602
C -0.43889 1.00057 -0.77753 1.5258 -1.3188 1.1844
C 0.42929 -0.18627 -0.31875 -1.0453 1.1584 -0.2053
O 1.61338 0.27657 0.18792 0.8869 -0.0177 0.4735
C -0.34590 -0.85302 0.77125 1.1585 -2.8505 0.2345
Cl -1.75105 -1.78601 0.17300 -0.1525 0.4876 0.0349
H -1.34791 0.73327 -1.30153 -0.6100 0.5362 -0.3579
H 0.60226 -0.76216 -1.16489 0.2300 -1.7283 -1.5520
H 1.57926 1.23256 0.06836 0.1417 0.4622 0.2295
H -0.55977 -0.09051 1.45292 -1.0756 0.9071 1.2798
H 0.25884 -1.63023 1.31452 -0.3028 0.9582 -0.6611
```
Forces are in eV/Å.

**ΔE to the lowest compared entry with this formula, charge and spin**: 1.221 eV
**HOMO-LUMO gap**: 0.408 Ha
**SMILES**: O=C[C@@H](O)CCl
**Total charge**: 0
**Multiplicity**: 1
**E_LUMO**: 0.598 eV

---

The following is a DFT calculation (ωB97M-V with the def2-TZVPD basis set) of a single CH4S3 molecule.

Geometry as XYZ:
```
8
Properties=species:S:1:pos:R:3:forces:R:3
C 0.98306 0.03113 0.33435 -0.6257 0.7439 -0.0620
S -0.21942 1.00159 -0.67993 0.2963 0.4672 -0.2275
S -1.91758 1.28882 0.34661 -0.5502 -1.5892 -0.3405
S -3.03212 -0.61432 -0.10086 0.4599 1.2253 1.4005
H 0.31304 -0.33412 1.20404 1.8735 0.2192 -1.2836
H 1.87527 0.70723 0.54229 -1.3804 -0.9389 0.3807
H 1.31884 -0.69265 -0.43567 -0.2396 -0.2161 1.1018
H -2.65948 -0.59672 -1.35279 0.1661 0.0885 -0.9694
```
Forces are in eV/Å.

**ΔE to the lowest compared entry with this formula, charge and spin**: 0.399 eV
**HOMO-LUMO gap**: 0.321 Ha
**SMILES**: CSSS
**Total charge**: 0
**Multiplicity**: 1
**E_LUMO**: -0.167 eV

---

The following is a DFT calculation (ωB97M-V with the def2-TZVPD basis set) of a single C2H4INS molecule.

Geometry as XYZ:
```
9
Properties=species:S:1:pos:R:3:forces:R:3
C 0.15332 0.33067 -0.10829 0.3884 2.6084 -1.8651
C -0.38921 -0.89027 -0.16904 1.1397 0.0177 1.3094
N 0.83460 0.85157 0.91950 -0.0720 0.5816 0.4976
S 2.50200 -1.83426 -0.09298 -0.2732 0.2699 -0.2365
I 3.24860 0.29193 0.23318 -0.5774 -0.3292 0.2557
H 0.04830 0.85211 -1.07895 0.2010 0.5096 0.5529
H -0.94102 -1.11409 -1.04585 -0.3675 -0.8502 -0.3371
H -0.37575 -1.32716 0.79258 -0.4846 -1.4772 0.5028
H 0.87807 1.90068 0.96175 0.0456 -1.3307 -0.6796
```
Forces are in eV/Å.

**ΔE to the lowest compared entry with this formula, charge and spin**: 2.896 eV
**HOMO-LUMO gap (alpha / beta)**: 0.237 / 0.236 Ha
**Total charge**: 0
**Multiplicity**: 1
**E_LUMO (alpha / beta)**: -1.924 / -1.945 eV

---

no.,total energy (eV)
1,-66072.575
2,-10760.849
3,-99861.946
4,-9877.518
5,-19808.611
6,-33607.102
7,-22561.408